# C25H54GaO8

A structure of composition C25H54GaO8 (wB97M-V/def2-TZVPD, the Open Molecules 2025 dataset).

Properties
* E_tot: -95553.60345 eV
* molecular weight: 552.42 g mol⁻¹
* net charge: -1

Atoms and positions in Å:
C 7.82 1.47 2.65
C 7.79 0.86 1.18
O 6.71 1.39 0.37
C 6.80 2.82 0.22
C 5.71 3.22 -0.91
C 4.43 3.98 -0.27
C 3.60 4.67 -1.45
C 2.17 5.25 -0.97
Ga 0.83 3.70 -0.52
C -0.96 4.26 -1.37
C -2.19 3.32 -1.03
O -2.89 2.90 -2.01
C 0.77 3.66 1.57
C -0.27 2.60 2.16
C 0.14 2.08 3.65
C 1.46 1.20 3.65
O 2.19 1.23 4.68
O 1.88 0.34 2.60
C 2.99 0.94 1.83
C 3.74 -0.16 0.93
O 1.62 2.14 -1.25
C 0.66 1.23 -1.82
C 0.39 0.08 -0.74
O -0.99 -0.37 -0.67
C -1.07 -1.70 -0.11
C -0.71 -1.74 1.47
H 8.33 2.49 2.66
H 6.79 1.54 3.14
H 8.44 0.77 3.30
H 8.79 0.92 0.63
H 7.56 -0.26 1.29
H 7.82 3.17 -0.19
H 6.54 3.40 1.18
H 6.16 3.91 -1.71
H 5.35 2.24 -1.39
H 4.77 4.76 0.50
H 3.82 3.19 0.26
H 3.43 3.89 -2.27
H 4.27 5.47 -1.91
H 2.33 5.93 -0.06
H 1.75 5.83 -1.86
H -0.82 4.44 -2.49
H -1.21 5.29 -0.93
H -2.53 3.00 0.01
H 0.42 4.72 1.88
H 1.84 3.53 1.94
H -1.27 3.16 2.32
H -0.48 1.75 1.44
H 0.38 3.01 4.27
H -0.76 1.50 4.08
H 2.48 1.65 1.09
H 3.69 1.54 2.49
H 4.22 0.40 0.04
H 3.02 -0.93 0.51
H 4.62 -0.63 1.50
H -0.27 1.71 -2.26
H 1.19 0.71 -2.70
H 0.81 0.42 0.27
H 1.03 -0.84 -1.04
H -0.37 -2.46 -0.60
H -2.15 -2.09 -0.20
H -1.16 -2.67 1.98
H 0.42 -1.84 1.60
H -1.14 -0.84 2.02
C -4.43 -5.91 0.25
C -4.45 -4.54 0.91
C -5.85 -4.20 1.41
O -4.02 -3.55 -0.01
H -5.09 -5.93 -0.63
H -3.42 -6.14 -0.12
H -4.74 -6.69 0.94
H -3.75 -4.53 1.75
H -6.56 -4.16 0.58
H -5.85 -3.21 1.88
H -6.20 -4.93 2.14
H -4.63 -3.56 -0.76
C -7.59 -6.26 -4.48
C -7.40 -5.58 -3.14
C -8.39 -4.43 -2.96
O -6.07 -5.08 -3.05
H -7.42 -5.56 -5.31
H -6.87 -7.07 -4.61
H -8.60 -6.67 -4.58
H -7.53 -6.31 -2.34
H -8.25 -3.67 -3.73
H -8.24 -3.94 -1.99
H -9.42 -4.79 -3.01
H -5.95 -4.43 -3.75

Here are the Löwdin charges for atoms 1 to 2, given in e: C -0.104; C -0.265

***

# C25H55Br20ClNbO

A structure of composition C25H55Br20ClNbO (wB97M-V/def2-TZVPD, the Open Molecules 2025 dataset).

Properties
* E_tot: -1443781.35684 eV
* molecular weight: 2098.15 g mol⁻¹
* net charge: -1

Atoms and positions in Å:
C 4.77 3.39 0.21
C 3.46 2.43 0.55
O 2.30 3.04 -0.13
Nb 1.09 1.62 -1.11
C -0.44 1.87 0.60
C -1.72 2.82 0.21
C -1.67 4.34 0.83
Cl -0.02 5.18 0.73
H 5.74 3.07 0.79
H 4.91 3.38 -0.97
H 4.44 4.50 0.50
H 3.68 1.32 0.20
H 3.28 2.48 1.72
H 0.29 2.96 -2.03
H 2.28 1.50 -2.51
H 1.88 0.20 -0.31
H -0.04 0.44 -1.93
H 0.11 2.17 1.59
H -0.88 0.77 0.78
H -2.71 2.32 0.65
H -1.76 2.89 -0.98
H -2.03 4.42 1.95
H -2.43 4.99 0.19
Br 2.55 -0.75 2.05
C 3.66 -2.24 1.43
C 5.05 -1.77 1.08
Br 5.08 -0.86 -0.64
H 3.13 -2.70 0.59
H 3.68 -2.94 2.27
H 5.72 -2.63 0.96
H 5.48 -1.08 1.82
Br 0.19 0.89 4.00
C -1.69 0.37 3.84
C -2.01 -0.81 4.73
Br -1.35 -2.48 3.96
H -1.88 0.18 2.78
H -2.25 1.25 4.15
H -3.09 -0.95 4.82
H -1.57 -0.73 5.73
Br -1.47 0.18 -3.99
C -3.34 0.45 -4.47
C -4.00 1.47 -3.56
Br -4.41 0.71 -1.82
H -3.83 -0.53 -4.43
H -3.33 0.80 -5.50
H -4.96 1.79 -3.97
H -3.37 2.35 -3.38
Br 2.27 0.02 -5.40
C 1.97 -1.19 -6.90
C 1.09 -0.55 -7.95
Br -0.78 -0.56 -7.40
H 1.55 -2.11 -6.49
H 2.96 -1.39 -7.31
H 1.11 -1.13 -8.88
H 1.35 0.48 -8.17
Br -3.92 3.25 5.43
C -3.12 3.62 7.17
C -2.20 2.51 7.59
Br -3.20 0.96 8.23
H -3.95 3.79 7.87
H -2.57 4.56 7.04
H -1.58 2.82 8.44
H -1.54 2.16 6.79
Br -4.90 -4.40 0.47
C -4.05 -5.42 1.90
C -4.97 -5.58 3.08
Br -5.05 -3.94 4.14
H -3.11 -4.92 2.14
H -3.83 -6.40 1.45
H -4.58 -6.34 3.77
H -6.00 -5.83 2.81
Br -6.26 -0.94 -10.77
C -4.51 -1.19 -9.94
C -4.64 -1.41 -8.45
Br -4.99 0.27 -7.52
H -3.91 -0.32 -10.20
H -4.09 -2.08 -10.42
H -3.70 -1.77 -8.03
H -5.45 -2.10 -8.18
Br 1.09 0.07 7.60
C 1.13 -0.29 9.52
C 0.25 0.68 10.27
Br 1.10 2.43 10.45
H 2.18 -0.25 9.82
H 0.76 -1.31 9.62
H 0.10 0.34 11.30
H -0.72 0.84 9.80
Br 7.29 1.41 1.70
C 9.03 1.44 0.81
C 8.93 2.05 -0.57
Br 8.15 0.79 -1.84
H 9.41 0.42 0.80
H 9.66 2.06 1.45
H 9.92 2.28 -0.97
H 8.31 2.95 -0.60
Br -0.23 -3.28 -3.03
C -0.53 -4.49 -4.53
C -1.42 -3.86 -5.58
Br -3.29 -3.86 -5.02
H -0.95 -5.41 -4.11
H 0.46 -4.70 -4.93
H -1.39 -4.44 -6.50
H -1.15 -2.82 -5.79

Here are the Löwdin charges for atoms 1 to 2, given in e: C -0.139; C -0.410

***

# C25H55BrINO13S

A cluster of 8 separate species, C25H55BrINO13S in total (wB97M-V/def2-TZVPD, the Open Molecules 2025 dataset).

Properties
* E_tot: -143897.26835 eV
* molecular weight: 816.58 g mol⁻¹
* SMILES string: C#C[C@]1(C[C@@H](C)I)OS(=O)(=O)O[C@]1(Br)N(C(C)=O)C(C)=O.CCO.CCO.CCO.CCO.CCO.CCO.CCO

Atoms and positions in Å:
C -0.56 -0.97 -0.10
C 0.33 -1.68 -0.47
C 1.45 -2.57 -0.85
C 2.57 -2.24 0.14
C 3.10 -0.79 0.13
C 3.05 -0.07 -1.21
I 2.22 0.44 1.70
O 1.77 -2.58 -2.22
S 2.36 -4.04 -2.68
O 1.90 -4.13 -4.01
O 3.75 -4.09 -2.48
O 1.52 -4.87 -1.60
C 0.79 -4.01 -0.69
Br 1.16 -4.90 1.03
N -0.63 -4.09 -0.97
C -1.31 -5.24 -0.37
C -2.28 -4.95 0.78
O -1.19 -6.36 -0.75
C -0.95 -3.97 -2.40
C -1.41 -2.62 -2.94
O -0.92 -4.89 -3.14
H -1.32 -0.49 0.46
H 3.42 -2.92 -0.02
H 2.22 -2.44 1.15
H 4.14 -0.84 0.41
H 2.04 0.26 -1.46
H 3.42 -0.76 -1.98
H 3.75 0.77 -1.23
H -2.91 -5.82 0.90
H -2.89 -4.10 0.47
H -1.73 -4.74 1.69
H -0.56 -2.11 -3.39
H -1.82 -2.02 -2.13
H -2.21 -2.79 -3.66
C 7.79 -2.33 -2.17
C 7.38 -1.41 -1.03
O 5.96 -1.39 -0.87
H 7.32 -2.02 -3.10
H 8.87 -2.34 -2.30
H 7.45 -3.35 -1.97
H 7.69 -0.39 -1.24
H 7.84 -1.72 -0.09
H 5.69 -2.29 -0.68
C -2.62 3.33 -0.43
C -3.17 3.00 0.94
O -2.61 1.79 1.44
H -2.83 2.52 -1.13
H -3.05 4.25 -0.82
H -1.53 3.44 -0.39
H -4.25 2.87 0.90
H -2.95 3.81 1.64
H -1.66 1.91 1.49
C -6.02 -0.53 1.70
C -7.12 0.47 1.38
O -6.70 1.38 0.37
H -5.11 -0.01 2.02
H -6.33 -1.22 2.48
H -5.75 -1.11 0.81
H -7.36 1.06 2.26
H -8.02 -0.05 1.04
H -6.49 0.86 -0.42
C -0.20 6.34 3.17
C 0.16 5.58 1.91
O -0.74 5.90 0.85
H -1.22 6.11 3.48
H 0.49 6.08 3.99
H -0.15 7.42 3.00
H 0.09 4.50 2.08
H 1.18 5.81 1.59
H -0.67 6.85 0.68
C -4.44 7.62 1.99
C -3.66 8.88 1.65
O -3.07 8.78 0.36
H -3.78 6.75 1.96
H -4.89 7.69 2.98
H -5.23 7.45 1.26
H -2.86 9.04 2.37
H -4.32 9.76 1.67
H -3.77 8.66 -0.28
C 3.41 -6.48 -7.15
C 3.12 -7.42 -6.00
O 3.19 -6.74 -4.75
H 4.40 -6.03 -7.04
H 3.36 -7.00 -8.11
H 2.68 -5.66 -7.17
H 3.86 -8.22 -5.97
H 2.13 -7.87 -6.10
H 2.54 -6.03 -4.77
C -0.04 1.38 6.28
C 0.74 2.63 5.92
O 1.36 2.50 4.64
H 0.62 0.51 6.28
H -0.50 1.48 7.26
H -0.82 1.19 5.54
H 1.54 2.81 6.64
H 0.08 3.51 5.91
H 0.66 2.35 3.99

Here are the Löwdin charges for atoms 1 to 2, given in e: C 0.144; C -0.084